Run a
ORCA calculation (the ωB97M-V functional and the def2-TZVPD basis) on an isolated ion of composition ClHNO and charge -1.

Positions of all 4 atoms, in Å:
O -0.39 1.29 0.24
N -0.28 0.08 -0.41
Cl 1.52 -0.74 0.09
H -0.85 -0.63 0.08

HOMO-LUMO gap (alpha / beta) = 7.63 / 7.63 eV
highest occupied orbital energy (alpha / beta) = -0.107 / -0.107 hartree
spin multiplicity = 1
charge = -1
SMILES = [O-]NCl

Run b
ORCA calculation (the ωB97M-V functional and the def2-TZVPD basis) on a 2-piece molecular cluster, ClHNO overall.

Positions of all 4 atoms, in Å:
N -0.93 -0.42 -0.57
O 0.51 -0.19 1.44
Cl -0.22 0.81 -1.37
H 0.65 -0.21 0.50

HOMO-LUMO gap (alpha / beta) = 6.69 / 7.24 eV
highest occupied orbital energy (alpha / beta) = -0.093 / -0.109 hartree
spin multiplicity = 1
charge = -1

Which of them is least stable? Easy: run b.

Run a
ORCA calculation (the ωB97M-V functional and the def2-TZVPD basis) on a 12-piece molecular cluster, C12H48N24O12 overall.

Positions of all 96 atoms, in Å:
N -1.87 -2.42 3.84
C -2.01 -2.71 2.58
N -1.03 -2.25 1.73
O -2.96 -3.34 2.20
H -2.28 -2.93 4.61
H -1.00 -1.96 4.06
H -1.17 -2.19 0.73
H -0.12 -1.94 2.06
N -4.29 0.98 3.54
C -3.57 1.75 2.86
N -2.64 2.37 3.55
O -3.74 1.83 1.61
H -3.94 0.90 4.49
H -4.97 0.32 3.19
H -2.51 2.22 4.54
H -2.11 3.02 2.99
N 0.24 -0.37 -0.22
C -0.68 0.58 -0.24
N -1.05 0.88 -1.43
O -0.99 1.19 0.82
H 0.30 -0.64 0.76
H 0.14 -1.07 -0.94
H -0.32 0.63 -2.08
H -1.70 1.61 -1.66
N -0.59 4.18 -2.84
C -1.32 5.23 -3.05
N -0.96 5.86 -4.13
O -2.32 5.51 -2.50
H -0.67 3.73 -1.94
H 0.27 4.08 -3.35
H -0.29 5.58 -4.82
H -1.31 6.81 -4.21
N 0.76 -0.21 4.01
C 1.73 0.49 3.51
N 1.30 1.36 2.71
O 2.90 0.42 3.79
H 1.03 -0.76 4.82
H -0.17 -0.14 3.64
H 1.98 2.00 2.33
H 0.34 1.53 2.46
N -0.83 -4.64 -2.65
C -0.97 -3.98 -1.52
N -1.52 -4.74 -0.63
O -0.48 -2.87 -1.21
H -0.11 -4.22 -3.22
H -1.15 -5.58 -2.83
H -1.53 -4.36 0.30
H -1.89 -5.65 -0.87
N -3.88 3.60 -0.87
C -4.76 4.46 -0.41
N -5.33 4.06 0.73
O -5.12 5.46 -1.08
H -3.64 2.78 -0.34
H -3.47 3.95 -1.72
H -6.29 4.37 0.82
H -4.99 3.23 1.20
N 3.66 -3.65 1.48
C 2.69 -3.22 2.24
N 2.83 -3.52 3.47
O 1.74 -2.51 1.88
H 4.24 -4.27 2.03
H 3.67 -3.67 0.47
H 2.09 -3.31 4.13
H 3.76 -3.47 3.87
N 2.16 -5.53 -2.01
C 2.92 -4.47 -1.94
N 2.31 -3.39 -2.23
O 4.02 -4.34 -1.38
H 1.25 -5.62 -2.44
H 2.51 -6.44 -1.73
H 1.30 -3.42 -2.28
H 2.88 -2.59 -2.01
N 0.07 -1.65 -5.42
C 0.44 -0.79 -4.60
N 1.63 -1.03 -4.24
O -0.18 0.26 -4.36
H 0.41 -2.60 -5.31
H -0.87 -1.50 -5.78
H 2.08 -0.46 -3.54
H 2.12 -1.75 -4.73
N 0.35 6.13 1.41
C -0.41 5.05 1.53
N 0.02 4.03 0.68
O -1.39 5.09 2.20
H 0.17 6.99 1.91
H 1.14 6.08 0.78
H -0.55 3.21 0.53
H 0.85 4.35 0.20
N 4.02 -0.87 0.27
C 4.40 -0.62 -0.95
N 5.68 -0.65 -1.13
O 3.60 -0.51 -1.85
H 4.64 -1.24 0.98
H 3.04 -1.00 0.48
H 6.05 -0.52 -2.06
H 6.20 -0.58 -0.26

HOMO-LUMO gap = 7.43 eV
highest occupied orbital energy = -0.283 hartree
spin multiplicity = 1
SMILES = NC(N)=O.NC(N)=O.NC(N)=O.NC(N)=O.NC(N)=O.NC(N)=O.NC(N)=O.NC(N)=O.NC(N)=O.NC(N)=O.NC(N)=O.NC(N)=O

Run b
ORCA calculation (the ωB97M-V functional and the def2-TZVPD basis) on a 12-piece molecular cluster, C12H48N24O12 overall.

Positions of all 96 atoms, in Å:
N 6.89 9.86 9.36
C 6.74 8.63 9.95
N 7.84 7.84 10.02
O 5.76 8.37 10.63
H 7.49 9.93 8.53
H 6.07 10.47 9.25
H 7.56 6.83 10.08
H 8.65 8.15 9.46
N 9.18 13.49 7.26
C 7.94 12.90 7.07
N 6.84 13.66 6.91
O 7.84 11.65 7.08
H 9.99 13.11 6.73
H 9.13 14.49 7.07
H 6.92 14.65 7.05
H 6.01 13.08 6.80
N 6.18 12.99 13.38
C 7.05 14.12 13.69
N 6.82 15.11 12.77
O 7.96 14.09 14.47
H 5.23 13.23 13.00
H 6.17 12.27 14.11
H 7.16 16.02 13.06
H 5.91 15.07 12.24
N 10.18 10.47 11.38
C 9.86 11.82 11.49
N 9.44 12.27 12.67
O 10.02 12.53 10.45
H 10.21 10.13 10.42
H 9.74 9.85 12.12
H 9.38 13.24 12.83
H 9.42 11.68 13.50
N 12.17 13.43 8.47
C 12.71 13.16 7.26
N 14.03 13.43 7.17
O 12.02 12.73 6.33
H 12.78 13.39 9.27
H 11.36 12.84 8.68
H 14.53 13.85 7.93
H 14.54 13.31 6.29
N 12.32 9.77 7.56
C 10.96 9.89 7.60
N 10.33 10.26 6.51
O 10.30 9.52 8.58
H 12.89 10.41 6.99
H 12.74 9.49 8.46
H 10.81 10.70 5.74
H 9.34 10.58 6.58
N 13.23 12.27 11.42
C 14.11 11.33 11.86
N 13.76 10.01 11.55
O 15.06 11.57 12.57
H 12.32 12.11 11.01
H 13.50 13.24 11.66
H 12.84 9.83 11.35
H 14.30 9.23 11.87
N 6.74 8.63 15.09
C 7.39 9.46 14.23
N 6.71 9.57 13.07
O 8.32 10.17 14.61
H 5.80 8.32 14.96
H 7.27 8.43 15.93
H 7.13 10.30 12.48
H 6.21 8.86 12.54
N 8.05 17.41 10.08
C 8.18 16.29 9.29
N 8.39 15.16 10.00
O 8.07 16.29 8.09
H 8.29 17.45 11.02
H 7.80 18.31 9.68
H 8.78 15.11 10.89
H 8.70 14.40 9.43
N 14.37 14.40 13.49
C 14.98 15.05 12.47
N 16.12 14.53 11.93
O 14.45 16.10 11.99
H 14.79 13.43 13.64
H 13.51 14.72 13.88
H 16.40 13.57 12.20
H 16.49 14.97 11.14
N 5.27 12.94 10.28
C 4.71 14.22 10.45
N 4.92 15.09 9.48
O 4.18 14.59 11.48
H 6.18 12.97 9.74
H 5.62 12.52 11.15
H 5.34 14.78 8.55
H 4.86 16.09 9.60
N 11.68 15.54 11.11
C 10.99 15.99 12.28
N 11.75 16.54 13.23
O 9.75 15.97 12.41
H 11.23 14.76 10.59
H 12.71 15.57 11.19
H 12.72 16.66 12.99
H 11.25 17.09 13.91

HOMO-LUMO gap = 9.46 eV
highest occupied orbital energy = -0.342 hartree
spin multiplicity = 1
SMILES = NC(N)=O.NC(N)=O.NC(N)=O.NC(N)=O.NC(N)=O.NC(N)=O.NC(N)=O.NC(N)=O.NC(N)=O.NC(N)=O.NC(N)=O.NC(N)=O

Which of them is least stable? Easy: run a.

Run a
ORCA calculation (the ωB97M-V functional and the def2-TZVPD basis) on C5H7NO2 as an isolated structure.

Positions of all 15 atoms, in Å:
C 0.96 -0.39 0.08
C 0.42 0.53 -1.13
C 0.21 0.76 0.77
C -1.34 0.49 0.34
C -1.13 0.27 -1.03
H -0.10 -1.92 1.05
H 1.78 -2.07 0.84
H 1.95 -0.10 0.28
H 1.06 0.31 -2.01
H 0.33 1.12 1.85
H -2.25 0.98 0.86
H -1.81 0.82 -1.63
N 0.82 -1.73 0.31
O 0.60 1.75 -0.31
O -1.52 -0.82 -0.26

HOMO-LUMO gap = 10.02 eV
highest occupied orbital energy = -0.337 hartree
spin multiplicity = 1

Run b
ORCA calculation (the ωB97M-V functional and the def2-TZVPD basis) on one molecule with the formula C5H7NO2.

Positions of all 15 atoms, in Å:
N 1.63 0.89 -0.23
C 0.68 -0.09 -0.64
C 0.39 -1.20 0.51
O 0.09 -0.27 1.56
C -0.99 0.32 0.97
C -1.59 -0.52 -0.08
O -0.83 -1.64 -0.01
C -0.57 0.53 -0.47
H 1.40 2.01 -0.38
H 2.81 0.89 -0.46
H 0.78 -0.48 -1.79
H 0.72 -2.15 1.06
H -1.25 1.14 1.57
H -2.62 -0.71 -0.46
H -0.66 1.28 -1.14

HOMO-LUMO gap = 9.75 eV
highest occupied orbital energy = -0.324 hartree
spin multiplicity = 1
SMILES = N[C@H]1[C@H]2O[C@@H]3[C@H](O2)[C@H]13

Which of them is least stable? Easy: run a.